(1)
Entry from the Open Molecules 2025 dataset: C28H46InNOP2 as an isolated structure (ωB97M-V/def2-TZVPD).

Results
M	589.45	g mol⁻¹
charge	+1
energy above the lowest of the compared OMol25 structures with the same formula, charge and spin	0.0	kJ/mol
2S+1	2
LUMO energy (alpha / beta)	-3.5 / -3.5	eV
<S²>	0.767

CARTESIAN COORDINATES (ANGSTROEM)
1 H 4.54462 -1.35550 -4.50271
2 H -1.59347 1.23829 -1.76187
3 H -4.10780 0.68122 1.17702
4 H 5.00294 0.37483 -4.37463
5 C -2.51432 -3.05417 1.46250
6 H -3.03336 0.32410 -2.56389
7 H -1.98430 0.53254 -4.64073
8 H -3.66796 -1.51008 4.49695
9 H 1.32770 -1.67531 -4.85903
10 H 2.22431 -0.63378 3.01113
11 C -2.24797 1.05964 0.31653
12 H -1.25690 0.74567 5.27142
13 C 1.76676 -1.35352 3.70357
14 H -2.40085 -2.59153 -2.33680
15 H 0.98907 -1.82494 -3.11203
16 H 1.79447 0.96948 -5.52473
17 H -3.27665 0.14914 4.02902
18 C -3.27207 -0.88921 3.68036
19 H -0.82683 0.81546 -5.93992
20 C -3.36193 -0.61117 -2.08162
21 H 1.78792 5.02800 2.38304
22 C 3.03837 2.66155 4.41877
23 P 0.11236 1.39871 -3.72513
24 C -4.17743 -0.25480 -0.80334
25 H 2.36923 -2.27169 3.69654
26 C -0.70062 -0.87328 3.91931
27 C 2.15037 2.99545 1.85311
28 C 4.19798 -0.32511 -4.62484
29 H 1.82748 -0.89758 4.70069
30 C -1.58432 -2.30643 2.34069
31 H -5.03763 0.35850 -1.13569
32 H 3.27558 2.48145 5.46437
33 C -0.92722 0.42283 -4.92031
34 H 1.67807 2.98395 0.86460
35 H -0.10122 -0.42170 0.35415
36 H -3.96550 -0.97324 2.83638
37 H 1.63485 -2.95367 1.36960
38 C -3.47212 0.51978 0.28430
39 H -0.68323 -0.64566 -4.92226
40 H 2.48693 -2.50172 -3.82344
41 C -0.43813 0.04808 5.05310
42 H -2.46548 -2.69144 0.41654
43 H -0.54250 2.00480 -0.58004
44 H 2.34572 2.14690 -4.30066
45 C -0.99292 -1.38311 -1.36462
46 C -0.22488 3.03291 -4.49370
47 H 0.64105 0.00762 -1.10837
48 In 3.53749 0.81153 -1.36183
49 C -1.91204 -1.31412 3.31306
50 C 1.81298 1.18608 -4.43941
51 H 3.82566 0.76460 3.72066
52 H 0.46890 0.64570 4.84771
53 C 3.30615 1.69950 3.44773
54 H 0.98513 -4.29560 2.30110
55 C 0.69069 -3.44367 1.66075
56 H 2.46527 4.73861 4.74305
57 C 1.78991 -1.64619 -3.85148
58 C 2.13028 4.06520 2.73216
59 C -1.17882 1.11171 -0.75609
60 H -1.89988 1.49929 1.28468
61 H 3.90195 -0.17600 -5.66809
62 C 0.35651 -1.58373 3.33446
63 H 0.62088 3.70300 -4.30958
64 H -1.12450 3.46010 -4.04080
65 H -3.55699 -2.94415 1.80086
66 H -0.21029 -0.53003 5.97105
67 C -0.16616 -2.48287 2.38066
68 H -4.62351 -1.16598 -0.35914
69 C -2.21201 -1.57667 -1.93403
70 O 3.52319 1.27368 1.14322
71 C -0.36923 -0.18764 -0.70044
72 H -0.28418 -2.23725 -1.36614
73 H -4.09211 -1.07658 -2.78309
74 P 2.76639 -0.11679 -3.53059
75 H 0.23147 -3.85025 0.75383
76 C 2.54545 3.90824 4.04471
77 H -2.26445 -4.13209 1.45399
78 N 2.99459 1.96358 2.13599
79 H -0.39699 2.94650 -5.57227

Here are the Löwdin charges for atoms 1 to 8, given in e: number 1, H, carries 0.0521; number 2, H, carries 0.0376; number 3, H, carries 0.1023; number 4, H, carries 0.0443; number 5, C, carries -0.0464; number 6, H, carries 0.0839; number 7, H, carries 0.0362; number 8, H, carries 0.1030

---

(2)
Entry from the Open Molecules 2025 dataset: C28H47BrN2OP2Sr as an isolated structure (ωB97M-V/def2-TZVPD).

Results
M	657.17	g mol⁻¹
charge	+2
energy above the lowest of the compared OMol25 structures with the same formula, charge and spin	15.0	kJ/mol
LUMO energy (alpha / beta)	-7.7 / -7.7	eV

CARTESIAN COORDINATES (ANGSTROEM)
1 H -0.51713 3.69444 -1.96125
2 H -2.96695 2.98755 -3.63511
3 H -4.37951 -1.79256 -0.49804
4 H -2.56829 -0.57254 0.74888
5 H -0.19404 0.73649 6.09205
6 C -1.51050 1.77497 -1.44919
7 O -0.32662 2.51048 2.12437
8 C -0.71987 0.95891 -2.30276
9 H 4.24817 0.05344 -2.14290
10 Br 1.22907 -0.01600 0.48564
11 H -0.24607 1.41134 -3.19421
12 H 3.34758 1.52573 -0.20872
13 H -1.53582 1.86517 5.74640
14 H -1.65231 0.15609 5.25790
15 N -5.73277 4.85117 -3.76445
16 C 5.02736 -1.98442 -1.97557
17 H -1.03044 -4.22031 -3.37148
18 H -0.90293 -5.12411 1.11790
19 C -3.58124 4.34489 -1.99281
20 C -3.69555 3.70279 -3.26118
21 C -2.36873 1.16019 -0.49601
22 C -1.27885 -4.34066 1.78894
23 C -2.12361 -0.16344 -0.16008
24 H 4.84351 3.56233 0.57098
25 C -0.18729 -3.62998 -3.00058
26 H -1.89880 2.49815 3.44963
27 H 0.84444 -3.27933 -1.11030
28 N -0.29089 1.34927 4.09086
29 C -0.11858 -3.66328 -1.47604
30 H -4.98809 -3.42761 -0.17002
31 H -2.48803 4.49586 -0.08428
32 H 5.54883 -0.62382 3.15734
33 H -3.14195 1.73168 0.02465
34 C 4.22855 1.47699 0.45603
35 H -4.63977 5.73451 -0.70791
36 H 5.05326 -2.31966 3.21308
37 H 3.43276 -0.95411 1.71704
38 H 6.08933 -1.75864 -2.12196
39 H -3.82958 -2.69729 0.94770
40 H 0.19491 -0.98483 -2.51016
41 H -2.34381 -4.54282 1.97180
42 H 0.00281 -2.59485 1.35363
43 H 1.33424 0.28478 4.75374
44 H 6.38238 -1.82287 2.14151
45 C 4.42031 -1.31788 1.39255
46 H -4.88576 3.49896 -5.06192
47 H 0.84893 -0.10259 3.07393
48 H 4.29436 -2.25985 0.83534
49 Sr 0.75000 2.78413 0.08963
50 C -5.65919 5.46006 -2.58536
51 C -1.39853 3.23854 -1.48047
52 H 1.69503 1.41169 3.40198
53 H -0.74963 -4.42666 2.73670
54 C -1.32774 -0.98119 -0.98671
55 H 6.20762 2.40921 0.62535
56 H -0.30236 -2.62608 -3.41751
57 C 0.98209 0.69434 3.80728
58 C -4.77863 3.98008 -4.08882
59 H -6.44216 6.16900 -2.35703
60 H -0.24298 -4.70010 -1.11785
61 C -4.63195 5.22844 -1.65655
62 C 5.22520 2.61397 0.16851
63 C -2.96643 -3.41379 -0.94699
64 H 4.96565 -2.84929 -1.30682
65 H -1.65638 -2.19636 1.75126
66 H 3.90359 1.47777 1.50626
67 H 4.60279 -2.27883 -2.94124
68 H -3.10266 -3.23186 -2.01976
69 H 3.22886 -1.02933 -1.13454
70 C -0.88358 2.14227 3.20341
71 H 5.38346 2.74004 -0.91217
72 P -1.35408 -2.74778 -0.56001
73 H -2.91973 -4.50277 -0.80706
74 C 5.40874 -1.52471 2.54658
75 C -0.95920 1.01224 5.35027
76 C 4.26164 -0.77903 -1.42045
77 C -2.47195 4.04961 -1.09844
78 C -4.09675 -2.78602 -0.12048
79 H 0.71987 -4.06787 -3.42068
80 C -0.57309 -0.38544 -2.01845
81 C -1.03713 -2.93777 1.22325
82 P 4.99258 -0.11925 0.13199

Here are the Löwdin charges for atoms 1 to 8, given in e: number 1, H, carries 0.1105; number 2, H, carries 0.1188; number 3, H, carries 0.0780; number 4, H, carries 0.1040; number 5, H, carries 0.0998; number 6, C, carries -0.3341; number 7, O, carries -0.3022; number 8, C, carries -0.0663

---

(3)
Entry from the Open Molecules 2025 dataset: C28H47BrNO3P3V as an isolated structure (ωB97M-V/def2-TZVPD).

Results
M	669.46	g mol⁻¹
charge	+2
energy above the lowest of the compared OMol25 structures with the same formula, charge and spin	434.2	kJ/mol
2S+1	4
LUMO energy (alpha / beta)	-7.1 / -7.2	eV
<S²>	3.796

CARTESIAN COORDINATES (ANGSTROEM)
1 N -0.81760 7.12100 -5.79034
2 H 1.70854 -1.81849 -1.63335
3 H -4.74139 -3.93606 1.11067
4 H 4.10311 0.09656 -1.27874
5 C 3.27454 -0.02760 1.35683
6 H -4.23699 -4.77138 -0.34762
7 C -0.31288 6.15849 -3.65955
8 C -2.61327 -1.31007 -3.22623
9 H -2.22387 -4.30278 0.87016
10 H -0.26888 -5.33181 -2.39440
11 H 5.35459 -0.04733 1.78822
12 C -0.45985 1.64084 -0.68459
13 H 4.53499 -1.48505 2.32788
14 H 2.48019 0.66395 -1.75090
15 C -1.47048 1.98338 -1.62920
16 H 2.04517 -1.07392 5.98090
17 C -0.80987 4.75168 -5.57607
18 C -0.91116 1.35898 0.68317
19 H 0.43858 -3.21237 -0.26067
20 H -1.62328 0.93543 6.04142
21 H 3.34426 -0.50193 -2.74780
22 H -2.80384 -0.25099 -3.45623
23 H -1.27386 -0.57996 -1.95608
24 C 0.89422 3.01551 3.30740
25 H 1.80093 3.58328 3.05178
26 H 4.97161 -1.27202 0.59938
27 V -0.43870 -0.37743 -0.70667
28 H -1.25210 -0.67256 5.26537
29 O 1.32928 1.62592 3.20699
30 H 0.55816 3.24141 4.33074
31 H -4.72806 -3.08232 -0.41691
32 P -1.80146 -2.97254 -1.08242
33 C 2.50712 -1.39910 -0.99478
34 C 4.58489 -0.76959 1.49884
35 H -3.47491 -1.95321 -3.43402
36 O -0.90370 1.08201 4.15928
37 C 1.77679 -2.47070 1.76383
38 P 0.24562 0.35950 3.27975
39 C -2.73774 -3.43290 0.43668
40 O 0.97428 -0.67546 4.34732
41 H 0.34740 -3.02266 -2.04728
42 H 2.53019 -4.23109 0.64786
43 C -0.61287 3.62491 -3.41979
44 H 3.22958 -2.19472 -0.82216
45 H -3.03437 -0.90837 -1.14361
46 C -4.19133 -3.81656 0.17727
47 C -0.97647 5.91908 -6.32939
48 H 3.79009 -3.24457 1.44053
49 H 3.40450 0.88138 0.75304
50 C 1.81200 -0.18246 5.39329
51 H -0.35912 8.28750 -4.13297
52 H 2.71167 0.24830 4.94072
53 H -2.71251 0.27813 4.76832
54 C -2.83549 1.96932 -1.30099
55 H -0.28944 1.82912 1.43175
56 H -0.95914 3.77087 -6.03476
57 H -2.64279 -2.59306 1.14062
58 Br -3.11075 0.09622 2.30162
59 C -3.27169 1.52777 -0.04870
60 C -0.52759 4.85700 -4.20053
61 H 0.06923 3.28890 2.62441
62 H 1.27206 -5.18140 -1.54468
63 H -0.19177 -5.67356 -0.64201
64 H -4.33917 1.52306 0.14932
65 C 0.18555 -5.02805 -1.44246
66 H -1.23265 5.83718 -7.38642
67 H 0.60439 1.82463 -0.92398
68 H 2.91407 0.30735 2.33720
69 H 0.74581 -2.86140 1.75883
70 H -0.05046 6.32158 -2.60559
71 H -3.53659 2.35721 -2.05137
72 P 1.81883 -0.98527 0.67107
73 H 1.28475 0.54698 6.01542
74 H -1.72129 -1.60688 -3.79164
75 H 2.77837 -4.31236 2.38026
76 C 2.76422 -3.61701 1.53147
77 H 1.90295 -2.10770 2.79071
78 C -0.10896 -3.53332 -1.17556
79 C -2.19051 -1.32607 -1.71587
80 C -1.67616 0.33573 5.12772
81 C -0.49139 7.26664 -4.50461
82 C -2.33898 1.18744 0.95584
83 C -0.92924 2.66100 -2.74091
84 C 3.14204 -0.21119 -1.71209

Here are the Löwdin charges for atoms 1 to 8, given in e: number 1, N, carries 0.0714; number 2, H, carries 0.0346; number 3, H, carries 0.0848; number 4, H, carries 0.0816; number 5, C, carries -0.3690; number 6, H, carries 0.0819; number 7, C, carries 0.0005; number 8, C, carries -0.0950

---

no.,calculated total energy (eV)
1,-57060.1249
2,-124268.0467
3,-161006.2615